[1]
Formula: C18H20N2OS
Source: OMol25
Level of theory: wB97M-V/def2-TZVPD

Structure (XYZ):
```
42
Properties=species:S:1:pos:R:3:nbo_charge:R:1
S -2.978 3.513 -0.037 0.23
O -0.653 -4.046 3.364 -0.52
N -0.558 2.795 -2.209 -0.49
N -0.710 4.661 -3.312 -0.80
C 2.918 0.911 -0.918 -0.21
C -0.900 1.753 -1.149 0.08
C 1.690 -0.868 0.264 0.04
C 0.481 -3.677 2.657 0.33
C -1.606 2.338 0.114 -0.54
C -1.947 -4.050 2.619 -0.26
C 2.738 -3.010 1.097 -0.22
C 1.665 1.575 -1.162 -0.18
C -1.214 3.812 -2.377 0.45
C 2.894 -0.278 -0.158 -0.23
C 2.750 -4.124 1.964 -0.19
C 1.650 -4.430 2.717 -0.27
C 0.395 1.027 -0.813 -0.04
C 0.469 -0.158 -0.090 -0.21
C -1.882 0.820 -1.814 -0.62
C -2.452 4.308 -1.536 -0.65
C 0.529 -2.465 1.881 -0.27
C 1.614 -2.119 1.078 -0.05
H 1.810 2.526 -1.609 0.22
H -1.477 0.332 -2.730 0.23
H -1.024 2.810 0.824 0.22
H -2.329 -5.103 2.420 0.19
H -2.303 5.351 -1.214 0.23
H -0.313 -1.922 2.017 0.21
H -2.363 0.163 -1.111 0.21
H 0.260 4.689 -3.482 0.40
H 3.628 -4.672 1.968 0.21
H -1.970 1.409 0.681 0.23
H -0.485 -0.689 0.226 0.20
H 3.913 -0.638 0.032 0.21
H 3.761 -2.808 0.675 0.22
H -2.750 -3.499 3.022 0.19
H -1.078 5.610 -3.088 0.36
H -2.590 1.492 -2.341 0.22
H 3.883 1.248 -1.337 0.22
H -1.817 -3.721 1.595 0.19
H 1.649 -5.194 3.438 0.22
H -3.300 4.327 -2.168 0.24
```

- E_LUMO: 0.6 eV
- SMILES: COc1cccc(-c2cccc([C@@]3(C)CSCC(N)=N3)c2)c1
- Calculated total energy: -34850.95121 eV
- Charge: 0



[2]
Formula: C3H2N4O
Source: OMol25
Level of theory: wB97M-V/def2-TZVPD

Structure (XYZ):
```
10
Properties=species:S:1:pos:R:3:nbo_charge:R:1
O -0.190 1.460 -0.990 -0.26
N -1.594 -0.128 0.508 -0.48
N 1.170 1.284 -0.986 0.11
N 0.525 -0.399 0.044 -0.22
N 1.582 0.203 -0.377 -0.01
C -1.151 -1.197 1.204 -0.04
C -0.591 0.261 -0.227 0.56
C 0.182 -1.482 0.799 -0.15
H 0.988 -2.310 0.895 0.25
H -1.894 -1.583 2.060 0.25
```

- E_LUMO: -0.1 eV
- SMILES: c1cn2nnoc2n1
- Calculated total energy: -11146.64042 eV
- Charge: 0



[3]
Formula: C17H40GeN3O4PdS5SbSi3
Source: OMol25
Level of theory: wB97M-V/def2-TZVPD

Structure (XYZ):
```
75
Properties=species:S:1:pos:R:3:lowdin_spin:R:1
Sb -3.236 -1.891 1.401 0.05
Pd -0.483 -0.930 1.338 0.70
Ge 1.252 -2.454 0.500 0.30
S -3.497 3.595 -2.777 0.00
S -2.209 -0.423 3.007 0.61
S -0.431 -2.365 -0.844 0.74
S -4.994 -2.738 2.754 0.92
S -1.358 -3.158 2.286 0.89
Si 2.907 -1.240 -1.162 0.18
Si 2.007 -4.789 0.806 0.09
Si 1.259 -0.445 2.965 0.10
O -2.354 3.618 -3.656 0.00
O 0.981 2.034 -3.276 0.00
O -3.930 2.338 -2.211 0.00
O 0.577 4.056 -2.646 0.00
N -1.342 3.037 -0.779 0.00
N -1.426 0.904 -0.166 0.04
N 0.418 2.855 -2.576 0.00
C -1.720 4.454 -0.877 0.00
C 2.724 0.538 -0.661 0.04
C 2.204 -5.226 -0.978 0.02
C 0.798 -1.313 4.528 0.01
C -1.889 2.129 0.065 0.01
C -4.859 4.362 -3.610 0.00
C 0.770 -5.790 1.720 0.03
C -2.977 2.475 1.015 0.01
C -0.549 1.030 -1.207 0.01
C -3.142 4.679 -1.403 0.00
C 3.599 -4.576 1.718 0.01
C 2.385 -1.588 -2.899 0.02
C -6.184 4.175 -2.879 0.00
C 1.017 1.402 2.988 0.03
C 4.561 -1.953 -0.750 0.04
C 3.059 -0.809 2.656 0.04
C -0.483 2.322 -1.593 0.00
H 1.592 -1.174 5.269 0.00
H 3.281 -1.872 2.783 0.00
H 3.110 -4.777 -1.391 0.00
H 2.611 1.154 -1.557 0.00
H -3.935 2.369 0.502 0.00
H -6.189 4.685 -1.915 0.00
H 0.004 1.695 2.716 0.00
H 1.349 -4.884 -1.563 0.00
H 2.280 -6.311 -1.096 0.00
H -6.993 4.588 -3.479 0.00
H -3.903 4.473 -0.652 0.00
H -6.381 3.118 -2.710 0.00
H 1.720 1.901 2.316 0.00
H -2.960 1.792 1.860 0.02
H -4.855 3.894 -4.595 0.00
H 1.206 1.757 4.008 0.01
H 2.872 -2.489 -3.278 0.00
H 3.428 -4.171 2.717 0.00
H 3.631 -0.259 3.413 0.01
H 5.324 -1.431 -1.340 0.01
H 3.602 0.884 -0.113 0.00
H 1.179 -6.791 1.890 0.00
H 2.677 -0.745 -3.533 0.00
H 1.846 0.694 -0.033 0.01
H -0.136 -0.930 4.937 0.00
H -1.003 4.924 -1.535 0.00
H 4.809 -1.824 0.305 0.00
H 0.666 -2.382 4.356 0.00
H -0.046 0.189 -1.649 0.01
H 4.102 -5.542 1.836 0.00
H -3.232 5.709 -1.748 0.00
H -2.885 3.495 1.388 0.00
H -0.158 -5.886 1.155 0.00
H 4.618 -3.013 -1.004 0.00
H 1.309 -1.719 -2.991 0.01
H 3.413 -0.492 1.678 0.00
H 0.535 -5.348 2.688 0.00
H 4.273 -3.911 1.180 0.00
H -1.629 4.900 0.112 0.00
H -4.586 5.412 -3.724 0.00
```

- ⟨S²⟩: 8.786
- E_LUMO (alpha / beta): -2.8 / -5.5 eV
- Spin multiplicity: 6
- Calculated total energy: -175273.34234 eV
- Charge: +1



[4]
Formula: C39H100O33S9
Source: OMol25
Level of theory: wB97M-V/def2-TZVPD

Structure (XYZ):
```
181
Properties=species:S:1:pos:R:3:lowdin_charge:R:1
S 4.587 -4.471 4.323 0.67
S -6.606 -4.605 6.370 0.69
S -3.533 3.849 -2.148 0.65
S -5.960 -8.959 -2.261 0.70
S 2.658 -11.464 -1.973 0.66
S -10.203 0.298 -2.003 0.66
S 3.597 9.655 4.944 0.71
S -1.995 4.565 4.789 0.72
S 8.807 3.698 4.516 0.66
O 3.798 -3.590 5.416 -0.25
O -11.616 -0.070 -1.801 -0.30
O 3.045 4.835 -8.423 -0.17
O 4.006 -5.812 4.354 -0.29
O -2.969 5.065 -1.529 -0.31
O -3.083 4.761 6.076 -0.26
O -5.324 -5.756 6.641 -0.26
O -6.415 -9.446 -0.973 -0.30
O -6.509 -7.706 -2.809 -0.33
O 2.719 10.621 5.630 -0.31
O 9.859 4.633 5.340 -0.29
O -9.788 0.764 -3.347 -0.32
O 2.555 -10.542 -3.390 -0.27
O 1.594 -0.392 -1.646 -0.15
O 1.324 -11.931 -1.663 -0.29
O 6.015 -4.267 4.571 -0.31
O 3.325 9.920 3.316 -0.29
O 2.724 1.636 0.065 -0.22
O 5.075 9.639 5.088 -0.33
O -4.787 4.205 -3.202 -0.29
O 3.292 1.287 -8.590 -0.19
O -9.341 -1.042 -1.587 -0.29
O -6.008 -10.127 -3.470 -0.28
O 7.532 4.465 4.353 -0.32
O -6.371 -3.682 5.284 -0.30
O 3.487 -10.768 -0.974 -0.30
O 8.660 2.368 5.094 -0.30
O -3.868 2.703 -1.421 -0.27
O -6.806 -4.147 7.717 -0.29
O -0.283 -2.632 -0.655 -0.20
O -2.124 5.635 3.738 -0.32
O -0.748 4.399 5.541 -0.32
O 1.816 6.021 -5.027 -0.18
C -4.842 5.439 -3.884 -0.27
C 2.573 0.096 -8.639 -0.14
C -3.982 -5.308 6.393 -0.31
C 4.121 -3.569 2.763 -0.09
C 4.192 9.802 0.992 -0.09
C -3.476 -5.376 4.998 -0.10
C 2.594 2.932 0.621 -0.09
C -7.827 -10.362 -4.985 -0.04
C -7.986 -1.211 -2.206 -0.20
C 12.253 4.986 4.968 -0.04
C 3.527 3.590 -8.985 -0.17
C 11.149 4.217 5.812 -0.23
C -6.293 5.883 -3.521 -0.07
C -2.328 3.270 -3.450 -0.09
C -2.534 2.942 4.121 -0.10
C 2.616 4.744 -7.007 -0.14
C 1.467 -1.687 -2.264 -0.17
C 4.114 -2.235 5.609 -0.33
C 9.618 3.684 2.920 -0.13
C 4.401 -1.957 7.040 -0.08
C 2.512 2.464 -8.984 -0.17
C -4.261 5.423 5.557 -0.31
C -7.179 -10.858 -3.671 -0.30
C 2.959 0.068 -1.592 -0.16
C -4.195 6.918 5.796 -0.07
C -0.562 -1.499 0.240 -0.07
C 3.530 -12.892 -2.505 -0.13
C 3.690 -9.712 -3.741 -0.26
C 1.047 7.191 -4.807 -0.12
C -7.091 -2.088 -1.209 -0.05
C -9.574 1.421 -0.777 -0.13
C 4.315 9.266 2.406 -0.24
C 2.996 1.595 -1.296 -0.21
C 3.404 -8.358 -3.078 -0.08
C 2.651 6.083 -6.203 -0.17
C -7.952 -5.737 5.752 -0.10
C -4.094 -8.634 -2.173 -0.08
C -0.011 -2.246 -2.039 -0.17
C 2.846 7.911 4.967 -0.08
H 1.706 3.390 0.186 0.09
H -3.825 7.360 4.871 0.07
H 0.297 7.426 -5.562 0.08
H 3.237 9.789 0.468 0.07
H 2.028 7.995 4.252 0.07
H -3.936 -7.902 -1.382 0.07
H 1.586 -1.627 -3.346 0.12
H -2.303 4.008 -4.251 0.06
H 13.190 4.879 5.515 0.07
H 3.216 3.902 -6.663 0.11
H -0.709 -1.532 -2.477 0.11
H 12.498 4.480 4.034 0.06
H -7.096 -11.923 -3.456 0.12
H -1.388 3.237 -2.900 0.06
H 1.640 4.265 -6.930 0.11
H 2.481 2.789 1.695 0.09
H -7.436 -10.758 -5.922 0.08
H -8.819 -5.133 5.482 0.07
H -3.352 -6.381 4.594 0.08
H -2.671 2.312 -3.841 0.07
H 2.099 -0.238 -7.716 0.08
H -1.375 -0.909 -0.184 0.08
H 3.510 -4.220 2.138 0.06
H -0.118 -3.097 -2.712 0.11
H 3.666 7.311 4.573 0.05
H -4.226 -4.846 4.412 0.07
H -7.750 -10.652 -2.765 0.10
H 11.170 4.405 6.886 0.12
H 11.243 3.135 5.909 0.11
H 3.427 -1.433 5.337 0.12
H -3.359 3.220 3.464 0.06
H 2.563 7.599 5.972 0.07
H -9.795 2.459 -1.029 0.07
H 4.594 10.804 0.842 0.08
H 3.915 2.164 -1.437 0.12
H 3.521 -13.665 -1.736 0.08
H 11.917 6.006 4.780 0.08
H 3.506 -2.056 7.654 0.08
H -7.577 -0.220 -2.402 0.10
H 2.967 -13.224 -3.378 0.08
H -0.903 -1.768 1.239 0.08
H 4.263 -7.701 -2.937 0.08
H -8.869 -10.677 -4.949 0.07
H -8.512 1.356 -0.537 0.07
H -3.657 -8.528 -3.166 0.07
H 1.656 8.093 -4.761 0.08
H -6.659 6.813 -3.957 0.07
H 5.048 -2.033 5.085 0.11
H 3.554 -0.122 -2.485 0.12
H -3.732 -9.603 -1.830 0.05
H 4.875 -0.995 7.237 0.09
H 2.215 2.112 -1.854 0.12
H -7.844 -9.282 -4.838 0.07
H 2.155 2.345 -10.007 0.12
H -3.262 -5.828 7.025 0.12
H -2.508 -4.894 4.856 0.08
H -3.874 -4.248 6.621 0.11
H 3.499 3.523 0.477 0.08
H -6.290 6.157 -2.466 0.07
H 1.928 -0.026 -9.510 0.09
H 4.679 -10.028 -3.411 0.11
H 4.321 8.179 2.489 0.11
H -7.615 -6.233 4.842 0.06
H -6.614 -1.364 -0.549 0.06
H 4.796 9.183 0.328 0.08
H 1.556 2.527 -8.464 0.12
H 3.445 -0.380 -0.726 0.12
H -6.304 -2.698 -1.651 0.07
H 5.000 -3.154 2.270 0.07
H -8.201 -6.516 6.474 0.07
H 3.813 3.880 -9.996 0.13
H -1.718 2.469 3.576 0.07
H 2.709 -7.812 -3.716 0.07
H 2.548 6.809 -7.009 0.12
H 2.899 -8.569 -2.136 0.07
H 10.587 3.188 2.954 0.06
H 4.440 3.324 -8.452 0.12
H -7.700 -2.841 -0.708 0.07
H 9.126 3.181 2.087 0.08
H 5.318 9.606 2.664 0.10
H 3.370 -0.625 -8.818 0.09
H 9.721 4.755 2.745 0.07
H -4.238 6.283 -3.551 0.12
H -4.398 5.235 4.492 0.10
H -7.109 5.164 -3.597 0.08
H -2.811 2.313 4.967 0.07
H -10.199 1.199 0.087 0.07
H 0.455 7.077 -3.899 0.08
H 4.548 -12.535 -2.659 0.07
H 0.367 -0.956 0.413 0.07
H -4.687 5.218 -4.940 0.12
H -5.203 7.198 6.100 0.08
H 3.641 6.298 -5.801 0.12
H -8.043 -1.678 -3.189 0.11
H 5.149 -2.684 7.357 0.09
H 3.432 -2.745 2.945 0.06
H 2.025 -2.483 -1.771 0.12
H 3.583 -9.532 -4.811 0.12
H -5.095 4.956 6.082 0.12
H -3.447 7.172 6.547 0.09
```

- E_LUMO: -0.1 eV
- SMILES: CCOS(C)(=O)=O.CCOS(C)(=O)=O.CCOS(C)(=O)=O.CCOS(C)(=O)=O.CCOS(C)(=O)=O.CCOS(C)(=O)=O.CCOS(C)(=O)=O.CCOS(C)(=O)=O.CCOS(C)(=O)=O.COCCOCCOC.COCCOCCOC
- Calculated total energy: -207132.58186 eV
- Charge: 0



[5]
Formula: C17H12Cl3HgIN3Si
Source: OMol25
Level of theory: wB97M-V/def2-TZVPD

Structure (XYZ):
```
38
Properties=species:S:1:pos:R:3:nbo_charge:R:1
Hg 1.363 2.131 -1.892 1.35
I 4.130 -0.266 -2.620 -0.05
Cl 1.481 5.834 -3.147 -0.48
Cl -1.247 4.238 -3.974 -0.47
Cl -0.848 5.346 -0.915 -0.46
Si 0.192 4.294 -2.419 0.66
N 1.181 1.656 0.339 -0.65
N -0.047 0.330 -2.041 -0.65
N -2.930 -5.186 4.490 -0.43
C -0.117 -1.891 2.368 -0.23
C -2.612 -2.954 1.796 -0.19
C -2.065 -2.011 0.963 -0.17
C -0.733 -1.541 -3.109 -0.37
C -0.647 -2.852 3.191 -0.17
C -0.361 -0.608 -1.080 0.03
C -0.228 -0.418 0.343 0.05
C -0.794 -1.425 1.208 -0.04
C -1.914 -3.405 2.931 -0.28
C 3.366 1.758 -2.754 -1.09
C 0.307 1.074 2.339 -0.30
C 1.558 2.560 1.261 -0.07
C -2.474 -4.386 3.790 0.32
C -0.776 -1.788 -1.738 -0.30
C 0.414 0.708 0.978 0.03
C 1.044 2.244 2.517 -0.37
C -0.280 -0.230 -3.241 -0.06
H 0.868 -1.497 2.576 0.23
H 3.402 1.971 -3.820 0.18
H -0.276 0.572 3.095 0.20
H 1.175 2.805 3.431 0.19
H 4.133 2.352 -2.263 0.19
H -3.600 -3.349 1.589 0.20
H -0.985 -2.224 -3.907 0.19
H -2.634 -1.658 0.114 0.22
H -1.035 -2.728 -1.276 0.20
H 2.155 3.416 0.975 0.18
H -0.086 0.327 -4.148 0.18
H -0.082 -3.200 4.048 0.20
```

- ⟨S²⟩: 0.777
- E_LUMO (alpha / beta): 4.2 / 4.2 eV
- Spin multiplicity: 2
- Calculated total energy: -80019.55229 eV
- Charge: -2



[6]
Formula: C31H21BrF2N3O2PtS2
Source: OMol25
Level of theory: wB97M-V/def2-TZVPD

Structure (XYZ):
```
63
Properties=species:S:1:pos:R:3:nbo_charge:R:1
Pt 0.152 1.214 1.234 0.94
Br -3.181 1.056 -5.642 0.10
S 1.113 3.431 1.649 0.17
S -1.929 2.135 2.308 0.05
F 0.963 -0.879 6.175 -0.29
F 4.701 -0.614 3.404 -0.30
O -0.673 -0.624 -0.411 -0.73
O -1.102 1.948 -0.895 -0.54
N -1.146 -3.447 -3.452 -0.43
N 2.223 0.598 0.214 -0.48
N -1.557 -3.435 -1.262 -0.57
C -2.206 -0.851 -3.766 -0.19
C -2.069 1.452 -3.060 -0.29
C -1.438 -2.698 -2.416 0.34
C -1.495 1.066 -1.859 0.25
C -1.345 -5.937 -0.894 -0.26
C 2.565 -0.143 2.446 -0.24
C -0.070 5.747 2.221 -0.25
C 0.650 -0.197 3.942 -0.34
C -0.773 -5.911 -3.690 -0.19
C 3.072 0.025 1.081 0.20
C 1.184 0.041 2.686 0.00
C 4.320 -0.423 0.635 -0.22
C 1.485 -0.607 4.974 0.45
C 4.671 -0.259 -0.693 -0.12
C -1.031 -7.094 -1.592 -0.19
C -0.758 -7.080 -2.963 -0.21
C -2.411 0.489 -4.003 -0.07
C -1.345 3.322 -1.147 -0.26
C -1.350 -4.754 -1.613 0.16
C 2.853 -0.725 4.796 -0.33
C -1.104 6.586 2.576 -0.20
C 2.552 0.742 -1.058 0.07
C -0.266 4.362 2.124 -0.17
C -2.583 4.700 2.755 -0.20
C -1.070 -4.728 -3.005 0.07
C -1.640 -1.260 -2.555 -0.13
C 3.771 0.329 -1.570 -0.24
C -1.550 3.819 2.393 -0.27
C 3.368 -0.498 3.536 0.46
C -1.273 -0.302 -1.603 0.30
C -2.366 6.056 2.854 -0.19
H 4.001 0.469 -2.615 0.25
H -0.559 -5.892 -4.746 0.23
H 5.016 -0.891 1.307 0.25
H -0.713 3.687 -1.961 0.19
H -0.994 -8.032 -1.060 0.22
H -2.248 2.488 -3.294 0.25
H -2.475 -1.608 -4.485 0.26
H -0.937 7.649 2.643 0.23
H 0.914 6.140 2.011 0.23
H -0.411 -0.096 4.135 0.26
H -1.927 -3.116 -0.380 0.42
H -1.578 -5.970 0.160 0.22
H -3.174 6.707 3.151 0.23
H -0.218 -1.475 -0.473 0.51
H 3.508 -0.982 5.612 0.26
H 1.814 1.216 -1.691 0.22
H -0.522 -8.010 -3.457 0.22
H -1.093 3.858 -0.236 0.21
H -2.395 3.503 -1.388 0.20
H -3.560 4.288 2.954 0.23
H 5.641 -0.587 -1.035 0.24
```

- E_LUMO (alpha / beta): -5.6 / -5.6 eV
- Calculated total energy: -141441.17978 eV
- Charge: +1



[7]
Formula: C2H6FN
Source: OMol25
Level of theory: wB97M-V/def2-TZVPD

Structure (XYZ):
```
10
Properties=species:S:1:pos:R:3:nbo_charge:R:1
F -1.483 0.891 -0.151 -0.40
N 0.187 0.103 1.361 -0.82
C -0.484 -0.064 0.161 0.34
C 0.515 -0.145 -1.012 -0.64
H 0.208 -0.631 -1.899 0.22
H -0.537 0.081 2.090 0.38
H 1.118 -0.938 -0.635 0.22
H 0.572 1.021 1.199 0.36
H -1.022 -1.099 0.036 0.14
H 0.928 0.781 -1.150 0.20
```

- E_LUMO: 1.2 eV
- SMILES: C[C@@H](N)F
- Calculated total energy: -6378.34614 eV
- Charge: 0



[8]
Formula: C6H6N3O2
Source: OMol25
Level of theory: wB97M-V/def2-TZVPD

Structure (XYZ):
```
17
Properties=species:S:1:pos:R:3:nbo_charge:R:1
O -2.786 0.095 -0.135 -0.64
O 0.500 3.296 0.853 -0.64
N -0.126 0.234 -1.820 -0.21
N -0.452 -0.794 -2.453 -0.04
N -0.699 -1.774 -1.485 -0.49
C -0.148 0.092 -0.437 -0.06
C 0.691 0.904 0.447 -0.51
C -0.471 -1.402 -0.176 -0.27
C -1.502 2.093 0.589 -0.63
C -0.068 2.250 0.645 0.57
C -1.915 0.876 0.183 0.61
H -1.320 -1.424 0.473 0.20
H 0.703 0.283 1.376 0.21
H -2.194 2.906 0.858 0.22
H 1.750 1.015 0.169 0.20
H -0.296 -2.719 -1.767 0.35
H 0.353 -1.971 0.405 0.14
```

- E_LUMO: 3.9 eV
- Calculated total energy: -14882.98846 eV
- Charge: -1